(1)
This record from OMol25 describes a gas-phase ion, C18H31BI2NO3 (charge -1). The level of theory is wB97M-V/def2-TZVPD.

```
56
Properties=species:S:1:pos:R:3
C -0.095 -1.286 -6.295
O 0.727 -0.437 -5.534
C 1.368 -1.091 -4.441
C 0.431 -1.550 -3.313
C 0.886 -1.175 -1.890
B -0.277 -1.039 -0.712
C 0.508 -0.631 0.705
C 0.018 0.597 1.473
C 0.593 0.711 2.889
C 0.637 2.146 3.359
N 1.203 2.349 4.686
C 1.931 3.439 5.058
C 2.287 3.333 6.383
C 1.738 2.107 6.826
C 1.082 1.524 5.772
C -1.417 0.086 -1.145
C -0.816 1.440 -1.572
C -0.898 1.716 -3.042
O -1.810 1.435 -3.773
O 0.196 2.373 -3.481
C -1.045 -2.515 -0.648
I 0.323 -4.107 -0.053
C -2.298 -2.742 0.205
C -2.368 -1.982 1.514
I -4.090 -2.342 -0.937
H -1.082 -1.407 -5.846
H -0.213 -0.843 -7.282
H 0.366 -2.272 -6.404
H 2.089 -0.368 -4.067
H 1.933 -1.942 -4.838
H 0.351 -2.638 -3.369
H -0.568 -1.175 -3.529
H 1.610 -1.934 -1.578
H 1.466 -0.247 -1.933
H 1.566 -0.450 0.483
H 0.519 -1.470 1.408
H 0.287 1.502 0.920
H -1.070 0.588 1.541
H -0.021 0.110 3.562
H 1.605 0.305 2.905
H 1.271 2.705 2.670
H -0.357 2.595 3.329
H 2.150 4.226 4.356
H 2.868 4.029 6.959
H 1.817 1.679 7.810
H 0.554 0.589 5.730
H -2.149 0.282 -0.360
H -2.015 -0.290 -1.975
H 0.224 1.538 -1.274
H -1.341 2.272 -1.091
H 0.179 2.268 -4.449
H -1.280 -2.814 -1.667
H -2.428 -3.797 0.413
H -1.390 -2.015 1.990
H -3.094 -2.440 2.185
H -2.657 -0.945 1.372
```

The strongest force on any atom is 0.01533 Eh/bohr. As for the total charge: -1. The value obtained for the orbital gap is 8.3 eV.

natural (NBO) population analysis, charges in e, atoms 1 to 8:
1 C -0.25
2 O -0.55
3 C -0.05
4 C -0.44
5 C -0.65
6 B 0.36
7 C -0.65
8 C -0.37

=====

(2)
This record from OMol25 describes a molecular structure, C18H31F5InN6O4Te in a non-equilibrium geometry. The level of theory is wB97M-V/def2-TZVPD.

```
66
Properties=species:S:1:pos:R:3
In 0.285 1.631 1.127
N -0.510 3.380 -0.222
C -0.429 4.675 0.458
C -1.122 4.546 1.816
N -0.597 3.396 2.558
C 0.407 3.678 3.595
C 1.822 3.669 3.014
N 2.049 2.389 2.338
H 0.129 3.318 -1.011
H -1.451 3.199 -0.554
H -0.904 5.473 -0.114
H 0.624 4.922 0.590
H -2.188 4.391 1.643
H -0.999 5.474 2.379
H -1.375 2.893 2.969
H 0.347 2.889 4.347
H 0.212 4.636 4.083
H 2.530 3.832 3.828
H 1.941 4.477 2.291
H 2.175 1.623 3.010
H 2.888 2.391 1.764
C 1.468 -5.262 -2.867
C 1.765 -3.860 -3.396
N 0.597 -2.972 -3.304
C -0.244 -2.835 -4.498
C -1.082 -4.063 -4.835
C 0.476 -2.188 -2.249
O 1.430 -2.087 -1.416
C -0.789 -1.424 -1.949
C -2.127 -1.636 -2.268
C -3.068 -0.765 -1.724
C -2.686 0.267 -0.876
N -1.401 0.457 -0.554
C -0.554 -0.381 -1.089
H 2.364 -5.873 -2.968
H 0.667 -5.751 -3.415
H 1.200 -5.220 -1.812
H 2.073 -3.895 -4.440
H 2.567 -3.423 -2.806
H 0.433 -2.619 -5.327
H -0.877 -1.962 -4.375
H -0.457 -4.892 -5.162
H -1.765 -3.821 -5.649
H -1.666 -4.395 -3.976
H -2.454 -2.447 -2.903
H -4.116 -0.898 -1.953
H -3.411 0.926 -0.420
H 0.459 -0.241 -0.814
F 3.868 0.672 -1.510
Te 2.369 -0.137 -0.685
F 1.433 -0.921 0.844
F 3.594 -1.564 -0.514
F 3.387 0.431 0.869
F 1.851 0.022 -2.570
O 1.536 1.493 -0.511
O -2.597 0.878 2.075
C -1.807 0.228 2.750
C -2.119 -0.764 3.854
C -0.748 -1.105 4.449
C 0.227 -0.229 3.682
O 1.395 -0.022 3.930
N -0.457 0.382 2.648
H -2.634 -1.630 3.437
H -2.796 -0.305 4.574
H -0.459 -2.145 4.299
H -0.679 -0.905 5.516
```

The strongest force on any atom is 0.11584 Eh/bohr. As for the total charge: +1. For the energy above the lowest of the compared OMol25 structures with the same formula, charge and spin, the calculation gives 74.1 kcal per mole. The value obtained for the orbital gap is 8.5 eV.

natural (NBO) population analysis, charges in e, atoms 1 to 8:
1 In 1.84
2 N -0.86
3 C -0.23
4 C -0.24
5 N -0.67
6 C -0.23
7 C -0.23
8 N -0.91

=====

(3)
This record from OMol25 describes a molecular structure, C18H31F6N2NiO6S4Si4 in a non-equilibrium geometry. The level of theory is wB97M-V/def2-TZVPD.

```
72
Properties=species:S:1:pos:R:3
Ni -1.122 -0.833 0.174
F -4.786 -2.709 3.218
C -3.954 -3.186 2.282
F -2.960 -3.803 2.913
F -4.626 -4.060 1.542
S -3.347 -1.708 1.310
O -2.405 -1.143 2.237
O -4.543 -0.977 1.052
N -2.727 -2.296 -0.011
S -1.492 -3.284 0.193
O -0.407 -2.760 0.986
O -1.902 -4.621 0.482
C -1.045 -3.403 -1.625
F -2.007 -4.139 -2.188
F 0.106 -4.023 -1.813
F -1.037 -2.227 -2.251
O 2.493 0.164 -5.270
S 3.230 0.079 -4.039
O 4.301 1.022 -3.855
N 2.227 0.104 -2.729
C 2.279 -1.013 -2.063
S 1.479 -1.375 -0.608
C 3.193 -2.046 -2.638
C 3.442 -3.327 -2.169
C 4.335 -4.125 -2.872
C 4.971 -3.651 -4.015
C 4.718 -2.368 -4.485
C 3.826 -1.590 -3.781
H 2.937 -3.685 -1.282
H 4.534 -5.131 -2.527
H 5.662 -4.294 -4.545
H 5.205 -1.994 -5.377
C 1.689 3.787 1.152
Si 1.939 1.912 1.391
C 3.252 1.452 0.114
C 2.745 1.708 3.111
Si -0.050 0.557 1.502
Si -1.840 0.833 -1.206
C -1.891 2.657 -0.588
C -3.679 0.461 -1.602
C -1.041 1.040 -2.923
Si -1.553 1.803 2.968
C -1.004 3.626 3.150
C -3.422 1.941 2.646
C -1.353 1.025 4.694
H 2.656 4.280 1.035
H 1.179 4.241 2.001
H 1.103 3.994 0.253
H 4.074 2.171 0.095
H 2.814 1.426 -0.884
H 3.662 0.463 0.320
H 3.676 2.276 3.176
H 2.982 0.658 3.296
H 2.086 2.052 3.912
H -2.487 2.771 0.319
H -2.340 3.278 -1.368
H -0.887 3.038 -0.386
H -4.310 0.632 -0.731
H -3.826 -0.575 -1.915
H -4.004 1.117 -2.413
H 0.041 1.097 -2.875
H -1.420 1.973 -3.346
H -1.301 0.222 -3.597
H -0.861 4.096 2.175
H -0.065 3.708 3.703
H -1.764 4.199 3.685
H -3.659 2.795 2.010
H -3.957 2.066 3.590
H -3.815 1.049 2.163
H -0.307 1.005 5.007
H -1.713 -0.006 4.670
H -1.924 1.571 5.449
```

The spin multiplicity is 3. The strongest force on any atom is 0.06405 Eh/bohr. As for the total charge: -1. The expectation value of S² is 2.038. For the energy above the lowest of the compared OMol25 structures with the same formula, charge and spin, the calculation gives 73.3 kcal per mole. The value obtained for the orbital gap (alpha / beta) is 6.6 / 6.9 eV.

Löwdin population analysis, charges in e, atoms 1 to 8:
1 Ni -0.03
2 F 0.13
3 C -0.67
4 F 0.14
5 F 0.15
6 S 0.56
7 O -0.34
8 O -0.25

=====

(4)
This record from OMol25 describes 2 unconnected molecules or ions with the total composition C18H31FIS. The level of theory is wB97M-V/def2-TZVPD.

```
52
Properties=species:S:1:pos:R:3
C -4.462 0.011 0.277
C -4.964 -0.434 -1.096
C -3.904 -1.115 -1.964
C -3.054 -2.158 -1.247
C -1.905 -2.668 -2.112
C -1.037 -3.772 -1.494
C 0.106 -3.247 -0.617
C -0.327 -2.758 0.783
C -0.220 -1.253 1.051
C 1.051 -0.574 0.546
C 1.247 0.820 1.171
C 1.471 1.927 0.158
S 0.234 1.807 -1.217
I -0.929 3.867 -1.145
H -5.114 0.775 0.703
H -4.426 -0.815 0.990
H -3.452 0.436 0.214
H -5.819 -1.105 -0.974
H -5.346 0.438 -1.631
H -4.392 -1.603 -2.814
H -3.249 -0.346 -2.398
H -3.682 -3.006 -0.951
H -2.661 -1.727 -0.323
H -2.321 -3.019 -3.062
H -1.256 -1.818 -2.371
H -1.663 -4.451 -0.904
H -0.607 -4.365 -2.304
H 0.597 -2.447 -1.180
H 0.854 -4.032 -0.495
H -1.372 -3.036 0.937
H 0.236 -3.291 1.553
H -0.287 -1.079 2.130
H -1.097 -0.745 0.620
H 1.016 -0.495 -0.550
H 1.919 -1.207 0.743
H 2.126 0.824 1.820
H 0.393 1.093 1.799
H 2.438 1.870 -0.346
H 1.360 2.923 0.581
H -0.677 1.022 -0.603
F 4.614 0.708 2.216
C 4.532 1.977 1.765
C 5.156 2.303 0.577
C 5.044 3.607 0.111
C 4.320 4.553 0.827
C 3.714 4.196 2.024
C 3.817 2.897 2.507
H 5.721 1.551 0.043
H 5.524 3.881 -0.819
H 4.225 5.562 0.450
H 3.149 4.927 2.587
H 3.358 2.595 3.439
```

The strongest force on any atom is 0.00356 Eh/bohr. As for the total charge: +1. For the energy above the lowest of the compared OMol25 structures with the same formula, charge and spin, the calculation gives 3.0 kcal per mole. The value obtained for the orbital gap is 6.7 eV.

natural (NBO) population analysis, charges in e, atoms 1 to 8:
1 C -0.61
2 C -0.40
3 C -0.39
4 C -0.40
5 C -0.39
6 C -0.39
7 C -0.40
8 C -0.41

=====

(5)
This record from OMol25 describes a molecular structure, C18H31FO3SSiSn in a non-equilibrium geometry. The level of theory is wB97M-V/def2-TZVPD.

```
56
Properties=species:S:1:pos:R:3
Sn -1.942 1.714 -1.507
C 1.754 1.198 -2.794
C 1.595 1.180 -1.325
C 1.596 2.554 -0.693
C 2.555 0.192 -0.639
O 0.154 0.660 -1.016
Si -0.408 -0.725 -0.203
S -2.501 -0.511 -0.295
O 0.273 -0.603 1.227
C -0.060 -1.331 2.551
C 1.244 -1.143 3.258
C -1.242 -0.531 3.136
C -0.455 -2.758 2.173
O 0.110 -2.109 -0.832
C -0.132 -2.919 -1.970
C -0.657 -2.022 -3.110
C 1.077 -3.799 -2.275
C -1.289 -3.903 -1.562
H 2.702 1.680 -3.151
H 0.897 1.673 -3.404
H 1.780 0.242 -3.308
H 2.425 3.181 -1.035
H 1.550 2.577 0.426
H 0.641 2.977 -1.119
H 3.575 0.671 -0.808
H 2.526 -0.795 -1.231
H 2.399 0.037 0.435
H 1.427 -0.050 3.324
H 2.023 -1.582 2.606
H 1.315 -1.540 4.253
H -0.901 0.478 3.418
H -1.730 -0.959 3.988
H -1.893 -0.401 2.218
H 0.245 -3.172 1.486
H -1.399 -2.782 1.671
H -0.573 -3.280 3.156
H 0.167 -1.319 -3.408
H -1.452 -1.356 -2.683
H -1.013 -2.562 -4.005
H 1.986 -3.118 -2.426
H 1.006 -4.432 -3.179
H 1.252 -4.404 -1.390
H -2.223 -3.350 -1.518
H -0.951 -4.484 -0.709
H -1.276 -4.507 -2.488
F -0.722 5.782 2.979
C -1.136 4.857 2.080
C -1.323 5.292 0.795
C -1.636 4.346 -0.147
C -1.836 2.979 0.223
C -1.801 2.656 1.554
C -1.478 3.554 2.535
H -1.006 6.303 0.456
H -1.599 4.690 -1.138
H -2.206 1.690 1.803
H -1.434 3.285 3.614
```

The strongest force on any atom is 0.06608 Eh/bohr. The value obtained for the orbital gap is 8.2 eV.

natural (NBO) population analysis, charges in e, atoms 1 to 8:
1 Sn 1.06
2 C -0.66
3 C 0.30
4 C -0.63
5 C -0.65
6 O -1.04
7 Si 2.26
8 S -0.86

=====

(6)
This record from OMol25 describes a molecular structure, C18H31LiN3OV in a non-equilibrium geometry. The level of theory is wB97M-V/def2-TZVPD.

```
55
Properties=species:S:1:pos:R:3
N 0.976 1.794 -0.659
C 1.451 2.807 -1.127
O 1.953 3.789 -1.564
Li 0.594 -0.251 2.753
V -0.267 0.428 -0.128
N 0.329 -0.999 1.056
N -1.176 -0.034 -1.666
C 1.509 -1.809 0.682
C -0.851 0.287 -3.078
C 1.902 -2.756 1.826
C 1.190 -2.640 -0.558
C 2.658 -0.854 0.373
C -1.132 1.769 -3.325
C -1.689 -0.525 -4.066
C 0.626 0.020 -3.334
H 2.060 -2.216 2.775
H 2.844 -3.255 1.564
H 1.137 -3.529 1.983
H 0.450 -3.416 -0.331
H 2.108 -3.131 -0.910
H 0.790 -2.019 -1.373
H 2.418 -0.177 -0.463
H 3.543 -1.449 0.106
H 2.919 -0.234 1.246
H -2.183 1.996 -3.117
H -0.912 2.012 -4.372
H -0.509 2.406 -2.689
H -2.756 -0.287 -3.997
H -1.547 -1.604 -3.923
H -1.367 -0.280 -5.085
H 0.844 0.260 -4.382
H 0.872 -1.036 -3.176
H 1.275 0.641 -2.709
C -0.826 -1.788 1.512
H -1.756 -1.402 1.069
H -0.731 -2.849 1.223
H -0.957 -1.744 2.616
C -2.551 -0.464 -1.409
H -2.773 -0.465 -0.336
H -3.289 0.202 -1.890
H -2.726 -1.489 -1.778
C -1.658 1.581 0.965
C -0.842 1.711 2.179
C 0.243 2.620 2.242
C 1.154 2.537 3.286
C 0.945 1.630 4.331
C -0.254 0.899 4.405
C -1.159 0.952 3.341
H -2.628 1.080 1.082
H -1.678 2.441 0.275
H 0.339 3.362 1.443
H 2.016 3.210 3.311
H 1.673 1.559 5.142
H -0.480 0.288 5.280
H -2.119 0.426 3.377
```

The strongest force on any atom is 0.06286 Eh/bohr. As for the total charge: +2. The value obtained for the orbital gap (alpha / beta) is 7.3 / 7.2 eV.

natural (NBO) population analysis, charges in e, atoms 1 to 8:
1 N -0.87
2 C 0.90
3 O -0.40
4 Li 0.90
5 V 1.66
6 N -0.82
7 N -0.52
8 C 0.11

=====

(7)
This record from OMol25 describes 2 unconnected molecules or ions with the total composition C18H31N2O2 in a non-equilibrium geometry. The level of theory is wB97M-V/def2-TZVPD.

```
53
Properties=species:S:1:pos:R:3
C 1.149 -1.943 0.728
C 1.566 -2.235 -0.757
C 1.139 -1.102 -1.749
C 2.375 -0.147 -1.939
C 2.016 1.180 -2.668
C 1.472 2.336 -1.743
C 1.310 1.959 -0.238
C 0.856 3.131 0.670
C -0.692 3.150 0.924
C -1.142 1.794 1.547
C -2.384 1.116 0.898
C -2.479 1.259 -0.652
C -2.945 -0.025 -1.397
C -2.547 0.164 -2.863
N -2.330 0.201 -3.959
C -4.492 -0.280 -1.412
C -5.268 0.474 -0.373
N -5.859 1.098 0.342
H 0.574 -2.777 1.156
H 2.038 -1.791 1.360
H 0.555 -1.000 0.830
H 2.669 -2.313 -0.778
H 1.155 -3.220 -1.055
H 0.230 -0.558 -1.429
H 0.936 -1.588 -2.729
H 3.052 -0.708 -2.622
H 2.949 -0.021 -1.004
H 2.911 1.552 -3.202
H 1.236 0.941 -3.416
H 2.193 3.179 -1.779
H 0.512 2.696 -2.165
H 2.313 1.648 0.118
H 0.677 1.059 -0.180
H 1.302 2.955 1.674
H 1.244 4.113 0.340
H -0.845 3.935 1.696
H -1.261 3.485 0.038
H -0.345 1.030 1.603
H -1.410 1.999 2.606
H -3.337 1.441 1.349
H -2.303 0.026 1.113
H -1.529 1.578 -1.125
H -3.215 2.063 -0.871
H -2.408 -0.940 -1.085
H -4.964 -0.044 -2.384
H -4.656 -1.365 -1.270
C 2.698 -4.606 4.483
C 2.391 -3.688 3.286
O 2.210 -4.266 2.187
O 2.359 -2.463 3.555
H 2.712 -5.656 4.184
H 3.673 -4.352 4.905
H 1.937 -4.475 5.256
```

The strongest force on any atom is 0.10828 Eh/bohr. As for the total charge: -1. The value obtained for the orbital gap is 6.6 eV.

natural (NBO) population analysis, charges in e, atoms 1 to 8:
1 C -0.62
2 C -0.41
3 C -0.40
4 C -0.40
5 C -0.40
6 C -0.40
7 C -0.41
8 C -0.39

=====

(8)
This record from OMol25 describes a molecular structure, C18H31N2OPSiW in a non-equilibrium geometry. The level of theory is wB97M-V/def2-TZVPD.

```
55
Properties=species:S:1:pos:R:3
W 0.142 -0.124 0.183
Si 2.424 0.631 -0.770
P -0.680 0.496 -2.121
N -0.601 -1.715 0.001
H -0.747 0.335 1.453
C -2.424 0.351 -2.639
H -2.432 0.201 -3.731
H -2.961 1.283 -2.409
H -2.932 -0.504 -2.175
C -0.265 1.994 -3.032
H -0.619 1.852 -4.061
H 0.812 2.158 -3.053
H -0.782 2.856 -2.597
C 0.095 -0.849 -3.072
H -0.189 -0.683 -4.118
H -0.258 -1.835 -2.756
H 1.185 -0.822 -3.011
C 3.151 2.369 -0.451
H 3.205 2.523 0.638
H 2.524 3.143 -0.923
H 4.169 2.409 -0.880
H 3.518 -0.237 -0.211
H 2.707 0.574 -2.266
C -0.682 -3.066 -0.247
C -1.752 -5.194 -0.276
C -1.842 -3.829 -0.023
C 0.507 -3.629 -0.735
C 0.550 -4.990 -0.972
C -0.572 -5.783 -0.744
H -2.615 -5.817 -0.107
H -2.752 -3.327 0.318
H 1.363 -2.960 -0.898
H 1.480 -5.400 -1.334
H -0.518 -6.860 -0.915
C -2.498 4.309 0.183
O -3.129 4.521 -0.854
C -2.790 3.378 1.366
H -2.429 3.764 2.338
H -2.223 2.423 1.234
H -3.818 3.083 1.444
C -1.049 4.648 0.452
H -0.673 5.464 -0.128
H -0.399 3.787 0.230
H -0.837 4.881 1.502
C 2.186 -0.685 4.701
C 2.294 0.520 3.989
C 1.646 0.678 2.758
N 1.106 -0.424 2.132
C 0.829 -1.542 2.898
C 1.401 -1.706 4.161
H 2.689 -0.852 5.666
H 2.818 1.381 4.412
H 1.480 1.652 2.272
H 0.067 -2.211 2.478
H 1.120 -2.617 4.701
```

The spin multiplicity is 3. The strongest force on any atom is 0.05009 Eh/bohr. The expectation value of S² is 2.019. For the energy above the lowest of the compared OMol25 structures with the same formula, charge and spin, the calculation gives 0.0 kcal per mole. The value obtained for the orbital gap (alpha / beta) is 4.7 / 7.1 eV.

natural (NBO) population analysis, charges in e, atoms 1 to 8:
1 W 0.85
2 Si 0.34
3 P 1.02
4 N -0.74
5 H -0.20
6 C -0.94
7 H 0.23
8 H 0.25